[1]
Molecular formula: C18H52AsF6N8O6
Method: DFT, ωB97M-V with the def2-TZVPD basis set

ORCA input file:
```
! wB97M-V def2-TZVPD RIJCOSX def2/J DEFGRID3
* xyz -1 1
As -1.970 -4.729 -14.132
F -0.359 -5.328 -13.953
F -1.847 -4.640 -15.916
F -3.639 -4.166 -14.297
F -2.081 -4.747 -12.416
F -1.256 -3.084 -14.094
F -2.643 -6.339 -14.347
C -3.672 -7.935 -11.136
O -3.917 -8.694 -10.197
N -4.030 -8.230 -12.419
N -2.960 -6.791 -11.069
H -3.801 -7.558 -13.122
H -4.286 -9.172 -12.648
H -2.493 -6.573 -10.205
H -2.621 -6.300 -11.903
C 0.879 -5.429 -10.392
O 0.208 -6.415 -10.108
N 1.716 -4.884 -9.472
N 1.030 -4.912 -11.636
H 1.602 -5.240 -8.538
H 1.995 -3.924 -9.586
H 1.789 -4.263 -11.723
H 0.334 -5.117 -12.343
C 1.056 -0.220 -16.828
C -0.438 0.134 -16.998
C -0.988 -0.307 -18.354
O -0.456 0.475 -19.417
C -1.227 1.586 -19.825
N -1.209 -0.464 -15.919
H 1.601 0.633 -17.237
H 1.387 -1.135 -17.315
H 1.258 -0.344 -15.764
H -0.439 1.226 -17.000
H -2.083 -0.305 -18.335
H -0.789 -1.342 -18.637
H -2.123 1.260 -20.357
H -0.609 2.287 -20.383
H -1.584 2.156 -18.960
H -1.020 -1.461 -15.848
H -0.930 -0.232 -14.971
C -1.816 -8.755 -17.555
C -2.332 -8.036 -18.755
C -3.849 -8.113 -19.046
O -4.013 -7.427 -20.267
C -5.317 -7.193 -20.736
N -2.024 -6.600 -18.570
H -1.820 -9.848 -17.555
H -2.363 -8.376 -16.689
H -0.761 -8.527 -17.384
H -1.874 -8.305 -19.712
H -4.423 -7.614 -18.260
H -4.148 -9.151 -19.237
H -5.753 -6.298 -20.292
H -5.902 -8.106 -20.879
H -5.095 -6.932 -21.777
H -1.466 -6.515 -17.730
H -2.856 -6.042 -18.394
C 1.212 -3.989 -16.272
C 2.624 -4.480 -15.893
C 2.723 -5.497 -14.735
O 4.004 -6.112 -14.678
C 4.079 -7.148 -13.724
N 3.274 -5.080 -17.082
H 0.948 -3.196 -15.570
H 0.517 -4.805 -16.087
H 1.164 -3.613 -17.290
H 3.172 -3.609 -15.513
H 1.958 -6.268 -14.917
H 2.374 -5.189 -13.747
H 3.319 -7.906 -13.940
H 3.967 -6.877 -12.672
H 5.027 -7.678 -13.818
H 4.127 -4.535 -17.175
H 3.662 -5.881 -16.590
C -4.681 -2.639 -16.984
C -4.509 -3.741 -18.059
C -3.331 -3.556 -19.047
O -3.498 -2.296 -19.748
C -2.496 -2.070 -20.714
N -4.364 -5.012 -17.376
H -3.750 -2.266 -16.553
H -5.228 -2.982 -16.104
H -5.249 -1.793 -17.379
H -5.401 -3.743 -18.691
H -3.304 -4.361 -19.784
H -2.371 -3.380 -18.554
H -2.490 -2.782 -21.546
H -1.485 -2.223 -20.321
H -2.620 -1.027 -20.998
H -5.202 -4.990 -16.804
H -3.609 -5.074 -16.701
*
```

- frontier orbital gap (eV) = 8.63
- ΔE to the lowest compared entry with this formula, charge and spin (kJ/mol) = 0.0
- HOMO level (Eh) = -0.2278

=====

[2]
Molecular formula: C18H52CdO10S8
Method: DFT, ωB97M-V with the def2-TZVPD basis set

ORCA input file:
```
! wB97M-V def2-TZVPD RIJCOSX def2/J DEFGRID3
* xyz -1 2
Cd 17.559 -18.363 -10.036
O 16.767 -20.149 -9.380
C 17.811 -21.076 -9.769
C 19.263 -20.550 -10.205
O 19.221 -19.345 -10.914
H 17.381 -21.614 -10.614
H 17.883 -21.945 -9.116
H 19.692 -21.331 -10.832
H 19.909 -20.538 -9.327
C 15.586 -23.153 -7.473
S 15.300 -23.004 -5.688
O 15.859 -21.703 -5.064
C 13.479 -22.823 -5.514
H 16.609 -23.412 -7.745
H 15.237 -22.257 -7.987
H 14.962 -23.947 -7.882
H 13.196 -21.785 -5.686
H 13.188 -23.093 -4.499
H 12.860 -23.497 -6.107
C 19.946 -24.730 -5.377
S 21.326 -24.791 -6.617
O 21.868 -26.222 -6.631
C 20.402 -24.511 -8.173
H 19.137 -25.447 -5.515
H 19.399 -23.787 -5.399
H 20.366 -24.856 -4.379
H 20.977 -24.167 -9.033
H 19.559 -23.835 -8.029
H 19.942 -25.477 -8.385
C 22.631 -19.150 -12.359
S 23.421 -17.673 -13.112
O 23.230 -16.541 -12.069
C 25.101 -18.308 -13.052
H 23.236 -19.428 -11.496
H 22.438 -19.976 -13.043
H 21.636 -18.839 -12.042
H 25.329 -19.168 -13.682
H 25.218 -18.736 -12.056
H 25.803 -17.482 -13.165
C 16.987 -19.442 -13.870
S 16.871 -17.725 -13.316
O 16.692 -17.913 -11.804
C 18.627 -17.350 -13.714
H 17.054 -19.428 -14.958
H 16.117 -20.040 -13.601
H 17.849 -19.948 -13.435
H 18.803 -17.329 -14.789
H 19.302 -18.066 -13.247
H 18.811 -16.344 -13.335
C 18.910 -19.706 -6.072
S 18.150 -18.075 -6.509
O 18.156 -17.913 -8.036
C 16.416 -18.497 -5.976
H 19.927 -19.595 -6.448
H 18.480 -20.537 -6.632
H 18.943 -19.997 -5.022
H 15.917 -19.219 -6.621
H 15.811 -17.599 -5.850
H 16.395 -18.927 -4.975
C 22.088 -23.296 -11.772
S 21.008 -24.687 -12.423
O 20.818 -25.619 -11.227
C 19.466 -23.658 -12.399
H 23.127 -23.450 -12.060
H 21.942 -23.340 -10.692
H 21.866 -22.279 -12.094
H 19.727 -22.670 -12.776
H 19.012 -23.514 -11.419
H 18.756 -24.139 -13.072
C 20.225 -14.947 -11.467
S 19.419 -15.649 -9.911
O 18.358 -16.611 -10.418
C 20.843 -16.542 -9.140
H 21.097 -14.392 -11.120
H 19.534 -14.474 -12.165
H 20.688 -15.695 -12.111
H 21.345 -15.907 -8.410
H 21.561 -16.987 -9.829
H 20.469 -17.401 -8.584
C 13.802 -19.095 -11.135
S 12.497 -19.096 -9.814
O 11.451 -20.155 -10.238
C 13.549 -19.643 -8.390
H 13.499 -18.980 -12.176
H 14.458 -19.964 -11.096
H 14.329 -18.174 -10.888
H 14.013 -20.563 -8.747
H 13.072 -19.810 -7.424
H 14.340 -18.909 -8.241
*
```

- frontier orbital gap (alpha / beta) (eV) = 1.42 / 7.06
- HOMO level (alpha / beta) (Eh) = 0.0106 / -0.1983

=====

[3]
Molecular formula: C18H52N4O6
Method: DFT, ωB97M-V with the def2-TZVPD basis set

ORCA input file:
```
! wB97M-V def2-TZVPD RIJCOSX def2/J DEFGRID3
* xyz 0 1
C -10.940 -32.875 23.665
O -11.891 -32.018 24.307
C -12.126 -32.366 25.645
C -10.969 -32.038 26.596
C -11.420 -32.279 28.034
N -10.514 -30.645 26.416
H -10.866 -32.526 22.635
H -11.357 -33.883 23.618
H -9.969 -32.786 24.146
H -13.016 -31.826 25.976
H -12.335 -33.447 25.745
H -10.116 -32.697 26.418
H -11.636 -33.337 28.177
H -12.241 -31.621 28.316
H -10.572 -32.042 28.683
H -10.528 -30.523 25.399
H -11.279 -30.021 26.681
C -15.349 -30.500 25.781
O -14.381 -29.843 26.564
C -14.909 -29.297 27.769
C -14.095 -28.087 28.126
C -14.302 -27.629 29.561
N -14.489 -26.996 27.214
H -15.904 -31.230 26.381
H -14.825 -30.997 24.967
H -16.062 -29.781 25.360
H -15.936 -28.944 27.603
H -14.948 -30.054 28.563
H -13.015 -28.257 28.004
H -15.330 -27.259 29.661
H -13.689 -26.751 29.762
H -14.153 -28.447 30.260
H -14.267 -27.247 26.256
H -13.908 -26.184 27.403
C -20.036 -26.254 21.913
O -19.195 -25.969 20.814
C -18.239 -24.982 21.113
C -17.285 -24.881 19.938
C -16.161 -23.921 20.190
N -17.928 -24.600 18.649
H -20.584 -25.368 22.256
H -19.451 -26.609 22.772
H -20.741 -27.022 21.604
H -18.733 -24.000 21.223
H -17.660 -25.223 22.014
H -16.849 -25.886 19.824
H -16.525 -22.888 20.195
H -15.409 -24.032 19.414
H -15.741 -24.107 21.176
H -18.190 -23.620 18.618
H -18.760 -25.170 18.557
C -12.326 -28.027 24.465
O -13.465 -27.401 23.923
C -13.469 -26.008 24.100
C -14.770 -25.450 23.532
C -14.845 -23.975 23.828
N -15.949 -26.151 24.110
H -11.391 -27.584 24.129
H -12.391 -29.086 24.201
H -12.385 -28.066 25.564
H -13.413 -25.741 25.164
H -12.620 -25.524 23.597
H -14.794 -25.669 22.463
H -14.928 -23.710 24.891
H -15.707 -23.486 23.376
H -13.911 -23.466 23.569
H -15.861 -26.163 25.126
H -15.805 -27.127 23.859
C -17.578 -28.988 20.732
O -16.434 -28.635 21.507
H -18.380 -29.373 21.365
H -17.947 -28.117 20.183
H -17.246 -29.718 20.000
H -16.708 -28.015 22.187
C -9.117 -27.298 25.875
O -9.005 -26.107 26.672
H -9.241 -26.975 24.847
H -8.175 -27.848 25.950
H -9.922 -27.936 26.236
H -8.927 -26.378 27.590
*
```

- frontier orbital gap (eV) = 9.69
- ΔE to the lowest compared entry with this formula, charge and spin (kJ/mol) = 37.7
- SMILES string = COC[C@H](C)N.COC[C@H](C)N.COC[C@H](C)N.COC[C@H](C)N.CO.CO
- HOMO level (Eh) = -0.3324

=====

[4]
Molecular formula: C18H52N4O8
Method: DFT, ωB97M-V with the def2-TZVPD basis set

ORCA input file:
```
! wB97M-V def2-TZVPD RIJCOSX def2/J DEFGRID3
* xyz 0 1
N 3.299 -4.478 -1.350
C 3.863 -3.283 -1.195
N 3.016 -2.271 -1.282
O 5.208 -3.134 -1.097
H 3.890 -5.295 -1.482
H 2.405 -4.531 -1.842
H 3.522 -1.397 -1.191
H 2.084 -2.334 -1.770
N 2.312 -2.669 1.538
C 2.675 -3.801 2.125
N 3.187 -4.749 1.321
O 2.481 -4.004 3.485
H 1.959 -1.873 2.112
H 2.539 -2.563 0.543
H 3.425 -5.646 1.740
H 3.097 -4.709 0.287
C -3.282 2.556 -1.586
C -2.008 2.215 -0.877
C -1.633 3.421 -0.009
O -2.038 1.153 -0.250
H -4.049 2.908 -0.958
H -3.803 1.754 -2.060
H -3.044 3.279 -2.377
H -1.289 2.032 -1.660
H -0.598 3.221 0.301
H -2.344 3.616 0.842
H -1.561 4.321 -0.616
H -2.743 1.184 0.394
C -1.160 -1.426 4.395
C -0.130 -1.654 3.274
C -0.917 -1.741 1.946
O 0.692 -0.720 3.149
H -1.813 -0.540 4.295
H -0.607 -1.262 5.340
H -1.617 -2.374 4.600
H 0.414 -2.541 3.353
H -1.464 -0.824 1.769
H -1.606 -2.596 1.987
H -0.256 -1.897 1.096
H 0.432 -0.064 2.506
C -3.386 2.120 -5.318
C -2.599 0.844 -5.265
C -1.666 0.750 -4.050
O -3.356 -0.151 -5.268
H -2.792 3.102 -5.156
H -4.189 2.172 -4.533
H -3.843 2.111 -6.311
H -1.937 0.808 -6.132
H -0.968 -0.092 -4.074
H -2.200 0.666 -3.081
H -1.097 1.714 -3.941
H -2.802 -0.933 -5.377
C 0.945 3.128 3.035
C -0.355 3.420 3.775
C -1.466 2.460 3.391
O -0.213 3.324 5.056
H 0.993 3.532 1.990
H 1.097 2.051 2.829
H 1.781 3.549 3.571
H -0.553 4.433 3.496
H -1.151 1.448 3.657
H -1.476 2.321 2.316
H -2.401 2.684 3.807
H 0.359 2.606 5.086
C 1.391 0.807 -1.263
C 1.373 0.424 0.154
C 2.640 0.770 0.825
O 0.433 0.854 0.850
H 1.304 1.866 -1.348
H 0.628 0.299 -1.857
H 2.312 0.551 -1.728
H 1.213 -0.663 0.156
H 2.713 0.347 1.872
H 2.842 1.874 0.941
H 3.479 0.354 0.239
H -0.390 0.892 0.380
C 0.103 -2.381 -1.892
O 0.836 -1.997 -3.055
H -0.543 -1.567 -1.508
H 0.771 -2.770 -1.053
H -0.624 -3.090 -2.218
H 0.259 -1.922 -3.797
*
```

- frontier orbital gap (eV) = 8.09
- ΔE to the lowest compared entry with this formula, charge and spin (kJ/mol) = 760.8
- SMILES string = NC(N)=O.NC(N)=O.CC(C)O.CC(C)O.CC(C)O.CC(C)O.CC(C)O.CO
- HOMO level (Eh) = -0.3108

=====

[5]
Molecular formula: C18H53BN4O7P3S2
Method: DFT, ωB97M-V with the def2-TZVPD basis set

ORCA input file:
```
! wB97M-V def2-TZVPD RIJCOSX def2/J DEFGRID3
* xyz -1 1
C -3.576 2.103 2.480
C -3.923 3.534 2.093
O -5.087 4.003 2.791
C -2.811 4.517 2.408
N -1.527 4.100 1.853
C -0.852 5.047 0.976
C 0.015 4.283 -0.018
O -0.838 3.581 -0.884
P -0.461 2.206 -1.861
S -0.070 0.463 -3.221
P 1.830 2.690 -1.916
N 2.755 1.847 -2.872
P -0.300 0.800 -0.048
O -1.398 -0.222 -0.018
B -2.448 1.809 -1.845
O -3.018 0.751 -2.489
O -3.292 2.655 -1.135
S -0.713 3.572 -3.756
C -1.827 2.783 -4.910
O -1.391 4.808 -3.378
O 0.550 3.770 -4.459
H -2.970 1.642 1.697
H -2.986 2.060 3.396
H -4.473 1.488 2.563
H -4.133 3.557 1.021
H -5.670 3.258 2.923
H -2.742 4.595 3.499
H -3.086 5.509 2.044
H -1.639 3.237 1.344
H -1.546 5.700 0.438
H -0.181 5.676 1.569
H 0.634 5.015 -0.542
H 0.652 3.624 0.579
H 0.440 -0.436 -2.378
H 1.973 4.081 -2.057
H 2.190 2.449 -0.566
H 3.221 2.475 -3.518
H 0.978 0.182 -0.106
H -0.270 1.518 1.174
H -3.638 0.334 -1.885
H -3.327 3.513 -1.564
H -1.708 3.358 -5.828
H -2.859 2.854 -4.581
H -1.555 1.748 -5.097
C 4.466 -0.546 -1.402
C 4.624 -1.671 -2.408
N 5.989 -2.165 -2.525
C 6.196 -3.024 -3.673
C 5.452 -4.367 -3.721
C 6.605 -2.599 -1.286
C 5.909 -3.708 -0.482
H 5.141 0.279 -1.629
H 3.452 -0.159 -1.457
H 4.651 -0.880 -0.376
H 4.326 -1.288 -3.387
H 3.909 -2.471 -2.157
H 7.270 -3.210 -3.771
H 5.915 -2.448 -4.560
H 5.882 -5.098 -3.037
H 5.520 -4.788 -4.727
H 4.394 -4.253 -3.484
H 6.704 -1.724 -0.639
H 7.631 -2.904 -1.510
H 4.834 -3.543 -0.411
H 6.305 -3.726 0.536
H 6.076 -4.696 -0.910
C -0.897 -3.716 1.787
C -1.782 -4.003 2.993
N -2.107 -2.808 3.747
C -2.699 -3.077 5.041
C -4.072 -3.762 5.086
C -2.716 -1.737 2.972
C -4.027 -2.035 2.232
H 0.005 -3.184 2.090
H -0.601 -4.656 1.319
H -1.405 -3.119 1.031
H -1.248 -4.681 3.666
H -2.678 -4.550 2.652
H -2.755 -2.133 5.591
H -1.989 -3.699 5.599
H -4.876 -3.084 4.802
H -4.280 -4.103 6.103
H -4.113 -4.635 4.433
H -1.990 -1.397 2.231
H -2.865 -0.879 3.633
H -3.996 -2.995 1.715
H -4.192 -1.264 1.477
H -4.891 -2.032 2.897
*
```

- frontier orbital gap (eV) = 6.97
- HOMO level (Eh) = -0.1632